36
Properties=species:S:1:pos:R:3:forces:R:3 method="wB97M-V/def2-TZVPD" total_energy_ev=-104168.889 max_force_ha_per_bohr=0.131 homo_energy_ev=-3.8 total_charge=-1 orbital_gap_ev=6.287
C 2.8771 1.7171 1.5192 -3.3 2.0 -5.5
C 2.3050 2.0033 0.3557 1.6 -1.2 5.9
C 1.5324 2.0177 -1.0843 0.8 -0.9 1.4
C 0.4324 0.8013 -1.0881 -0.4 0.6 0.8
C -1.1004 1.3041 -0.9635 0.8 1.3 -1.1
Ga -2.2193 0.3385 0.4778 -0.6 0.1 -0.2
C -3.9227 1.5133 0.8088 -0.1 -0.4 0.1
N -3.3857 2.8745 1.2643 0.7 -0.6 -0.8
C -2.6635 -1.6384 0.0664 -1.5 -0.7 0.0
O -1.8496 -2.6193 0.8337 1.1 0.6 -0.9
C -0.4452 -2.2770 0.7111 0.6 0.1 -0.2
C 0.5695 -3.5182 0.8864 0.5 0.3 -0.3
H 3.4514 1.3943 2.4615 -1.4 0.9 -2.1
H 2.3354 1.7200 -1.8606 -1.2 1.0 1.2
H 1.0690 3.0517 -1.2652 0.8 -1.6 0.2
H 0.6600 0.1876 -0.1257 -0.2 0.7 -2.0
H 0.5751 0.2032 -2.0583 -0.1 0.7 1.6
H -1.0484 2.4312 -0.6510 -0.2 -1.8 -0.5
H -1.6250 1.3179 -2.0087 1.0 -0.1 1.7
H -1.3780 0.3828 1.8628 0.0 0.2 0.0
H -4.5182 1.0696 1.6926 0.5 0.7 -1.6
H -4.5541 1.6474 -0.1500 0.6 -0.1 1.7
H -3.0194 3.2978 0.3817 -0.3 -0.3 1.1
H -2.5128 2.6197 1.7845 -0.9 0.5 -0.5
H -2.6943 -1.9078 -1.0651 0.3 0.1 1.6
H -3.7551 -1.8141 0.4479 1.8 0.2 -0.6
H -0.1410 -1.4878 1.5151 -0.7 -1.2 -1.5
H -0.3103 -1.8287 -0.3588 0.1 -0.7 1.9
H 0.7615 -4.0773 -0.1165 -0.6 0.8 1.8
H 1.6141 -3.0937 1.1931 -1.9 -0.6 -0.5
H 0.2550 -4.2479 1.7163 0.3 1.1 -1.3
C 4.5595 -0.6232 -1.5386 0.4 0.2 0.0
Cl 4.2241 0.6177 -0.3161 1.1 -1.6 -1.4
Cl 6.0165 -1.5420 -1.1164 0.1 -0.1 -0.1
Cl 3.1722 -1.7078 -1.7182 0.1 0.1 0.0
H 4.7327 -0.1273 -2.4938 0.0 -0.2 0.2